# 1
{
  "formula": "CH6N4OS2",
  "method": "ωB97M-V with the def2-TZVPD basis set",
  "elements": ["C", "N", "N", "N", "N", "O", "S", "S", "H", "H", "H", "H", "H", "H"],
  "xyz": [[-2.02, 0.18, -0.25], [2.49, 0.60, 0.90], [-1.66, 0.84, -1.40], [1.58, 0.26, -0.15], [-1.03, -0.56, 0.31], [1.03, -1.90, 1.04], [-3.45, 0.41, 0.47], [0.47, -1.22, -0.12], [3.23, -0.09, 0.91], [1.96, 0.65, 1.72], [-2.39, 1.36, -1.81], [2.13, 0.00, -0.91], [-0.91, 0.58, -1.92], [-1.42, -1.11, 1.21]],
  "total_charge": 0,
  "relative_energy_ev": 0.8039,
  "total_energy_ev": -30810.2587,
  "homo_lumo_gap_ev": 9.07
}


# 2
{
  "formula": "C25H29F3N2O6S3",
  "method": "ωB97M-V with the def2-TZVPD basis set",
  "elements": ["C", "O", "C", "O", "C", "C", "C", "C", "N", "C", "C", "C", "C", "C", "C", "H", "H", "H", "H", "H", "H", "H", "H", "H", "H", "H", "H", "H", "H", "H", "H", "H", "H", "H", "F", "C", "F", "F", "S", "N", "S", "C", "C", "C", "C", "C", "C", "O", "O", "S", "C", "C", "C", "C", "C", "C", "O", "O", "H", "H", "H", "H", "H", "H", "H", "H", "H", "H"],
  "xyz": [[-1.81, 0.02, -2.47], [-1.68, -0.80, -1.30], [-1.81, -0.21, -0.10], [-2.31, 0.89, 0.07], [-1.22, -1.09, 0.97], [-2.30, -2.06, 1.47], [-3.09, -1.17, 2.41], [-2.08, -0.18, 3.00], [-0.91, -0.25, 2.13], [0.19, 0.46, 2.32], [1.23, 0.59, 1.24], [1.72, 2.06, 1.12], [0.84, 3.08, 1.81], [0.73, 2.75, 3.29], [0.24, 1.32, 3.56], [-1.03, -0.34, -3.15], [-2.80, -0.19, -2.88], [-1.68, 1.09, -2.24], [-0.36, -1.63, 0.56], [-2.89, -2.46, 0.64], [-1.80, -2.88, 2.00], [-3.85, -0.62, 1.85], [-3.58, -1.72, 3.23], [-2.51, 0.84, 2.99], [-1.82, -0.42, 4.04], [0.92, 0.13, 0.28], [2.66, 2.25, 1.62], [1.86, 2.27, 0.06], [1.34, 4.05, 1.72], [-0.14, 3.17, 1.32], [1.72, 2.86, 3.74], [0.06, 3.46, 3.79], [-0.76, 1.38, 4.04], [0.89, 0.85, 4.32], [1.58, -3.87, -2.12], [1.80, -2.94, -1.12], [1.50, -3.59, 0.08], [3.17, -2.68, -1.13], [0.90, -1.44, -1.22], [4.83, -1.04, 1.85], [4.79, -2.15, 3.10], [6.58, -2.12, 3.25], [7.30, -3.19, 2.70], [8.60, -2.95, 2.27], [9.18, -1.69, 2.46], [8.49, -0.68, 3.16], [7.19, -0.91, 3.60], [4.24, -1.62, 4.33], [4.44, -3.45, 2.63], [3.91, 0.18, 1.67], [4.33, 0.79, 0.05], [5.52, 1.54, -0.14], [5.64, 2.25, -1.33], [4.65, 2.17, -2.32], [3.60, 1.28, -2.19], [3.45, 0.56, -1.01], [2.41, -0.31, 1.70], [4.11, 1.29, 2.60], [6.80, -4.15, 2.56], [9.13, -3.74, 1.76], [10.15, -1.49, 2.06], [8.94, 0.29, 3.33], [6.63, -0.17, 4.17], [6.28, 1.56, 0.62], [6.50, 2.91, -1.48], [4.69, 2.82, -3.19], [2.85, 1.14, -2.97], [2.65, -0.19, -0.92]],
  "total_charge": 0,
  "relative_energy_ev": 1.6568,
  "total_energy_ev": -82314.5224,
  "homo_lumo_gap_ev": 5.99
}


# 3
{
  "formula": "C3H4O3",
  "method": "ωB97M-V with the def2-TZVPD basis set",
  "elements": ["O", "C", "C", "O", "C", "O", "H", "H", "H", "H"],
  "xyz": [[1.31, 0.31, -0.90], [0.06, 0.37, -0.28], [0.18, 0.61, 1.22], [-0.66, 0.30, 2.02], [-0.85, -0.82, -0.59], [-0.72, -1.48, -1.60], [1.62, -0.60, -0.87], [-0.46, 1.26, -0.68], [1.13, 1.11, 1.51], [-1.61, -1.05, 0.17]],
  "total_charge": 0,
  "relative_energy_ev": 1.7276,
  "total_energy_ev": -9316.9731,
  "homo_lumo_gap_ev": 10.33,
  "smiles": "O=CC(O)C=O"
}


# 4
{
  "formula": "C20H19ClN4O4S",
  "method": "ωB97M-V with the def2-TZVPD basis set",
  "elements": ["O", "O", "Cl", "N", "N", "N", "O", "O", "C", "C", "C", "C", "C", "C", "C", "C", "C", "C", "C", "C", "C", "C", "C", "N", "C", "C", "C", "C", "C", "S", "H", "H", "H", "H", "H", "H", "H", "H", "H", "H", "H", "H", "H", "H", "H", "H", "H", "H", "H"],
  "xyz": [[3.81, -1.28, 7.11], [2.75, -2.66, 5.38], [-4.95, -0.69, -2.17], [1.63, 1.09, 3.99], [-1.23, 0.51, -2.79], [0.62, -4.55, -0.14], [0.73, 1.10, 2.88], [-3.35, 1.31, -3.60], [2.15, -0.11, 4.04], [-0.51, -0.34, -2.07], [-0.19, -3.69, -0.79], [-2.57, 0.40, -2.92], [-2.49, -1.45, -1.31], [-3.23, -0.58, -2.17], [0.81, -0.15, 2.33], [1.68, -0.97, 2.99], [-1.11, -1.37, -1.26], [1.34, -4.04, 0.89], [1.93, -2.26, 2.48], [0.16, -0.54, 1.14], [-0.30, -2.33, -0.45], [1.18, -2.73, 1.36], [0.33, -1.87, 0.70], [3.10, -0.17, 4.97], [-3.50, 4.22, -3.06], [-1.46, 4.45, -4.55], [-2.73, 2.29, -4.44], [-2.23, 3.52, -3.63], [5.26, -1.82, 4.93], [3.64, -1.56, 5.68], [0.59, -0.22, -2.08], [-0.73, -4.08, -1.67], [-3.01, -2.14, -0.69], [2.07, -4.65, 1.40], [2.71, -2.87, 2.96], [-0.50, 0.19, 0.65], [3.13, 0.60, 5.59], [-4.08, 3.56, -2.39], [-4.18, 4.61, -3.89], [-3.27, 5.11, -2.47], [-2.07, 4.66, -5.42], [-0.49, 4.03, -4.87], [-1.27, 5.42, -4.09], [-3.47, 2.61, -5.21], [-1.89, 1.83, -4.94], [-1.62, 3.22, -2.79], [5.16, -2.25, 3.93], [5.79, -2.49, 5.61], [5.84, -0.91, 4.85]],
  "total_charge": 0,
  "relative_energy_ev": 0.2132,
  "total_energy_ev": -58554.1149,
  "homo_lumo_gap_ev": 7.51,
  "smiles": "CC(C)COc1ncc(-c2cncc3cc4c(NS(C)(=O)=O)noc4cc23)cc1Cl"
}